[1]
The following is a quantum chemistry calculation of 7 unconnected molecules or ions with the total composition C46H51F7NO2S in a non-equilibrium geometry, from the OMol25 dataset.

Values from the calculation:
HOMO level ... -10.6321 eV
Kohn-Sham gap ... 8.182 eV
Net charge ... +1

Last column: Mulliken charge in e.
Element x y z (Å)
C (-3.643, 4.482, 2.366)  -1.61
C (-4.645, 3.414, 1.861)  1.26
C (-4.154, 2.005, 2.187)  -1.57
C (-5.145, 3.615, 0.438)  -1.60
N (-4.230, 3.234, -0.712)  0.73
C (-4.927, 3.809, -1.939)  -1.24
C (-4.178, 1.724, -0.937)  -0.56
C (-2.843, 0.999, -0.733)  -0.63
C (-1.567, 1.833, -0.781)  -1.29
C (-1.810, 3.116, 0.010)  0.62
S (-0.304, 4.092, 0.009)  1.52
O (-0.497, 5.311, -0.696)  -0.76
O (0.772, 3.220, -0.292)  -0.33
F (-0.171, 4.478, 1.515)  -0.28
C (-2.889, 3.910, -0.709)  -1.60
H (-2.661, 4.067, 2.575)  0.40
H (-4.000, 4.889, 3.310)  0.35
H (-3.565, 5.337, 1.697)  0.42
H (-5.528, 3.567, 2.484)  0.75
H (-3.283, 1.698, 1.619)  -0.07
H (-4.942, 1.260, 2.084)  0.38
H (-3.843, 2.006, 3.231)  0.51
H (-6.055, 3.037, 0.287)  0.60
H (-5.410, 4.662, 0.301)  0.40
H (-5.976, 3.543, -1.899)  0.41
H (-4.834, 4.892, -1.897)  0.46
H (-4.433, 3.456, -2.836)  0.52
H (-4.569, 1.507, -1.924)  0.54
H (-4.894, 1.291, -0.244)  0.25
H (-2.842, 0.439, 0.200)  0.25
H (-2.758, 0.240, -1.510)  0.54
H (-0.721, 1.275, -0.398)  0.51
H (-1.354, 2.130, -1.810)  0.39
H (-2.032, 2.919, 1.055)  -0.35
H (-3.003, 4.928, -0.351)  0.40
H (-2.579, 3.998, -1.748)  0.59
F (-1.763, 0.070, 3.086)  -0.16
C (-2.096, -0.312, 4.347)  0.43
C (-3.392, -0.713, 4.600)  -0.27
C (-3.727, -1.111, 5.885)  -0.45
C (-2.768, -1.099, 6.889)  -0.60
C (-1.473, -0.686, 6.608)  -0.53
C (-1.127, -0.286, 5.326)  -0.50
H (-4.122, -0.717, 3.801)  0.42
H (-4.737, -1.435, 6.101)  0.38
H (-3.031, -1.411, 7.891)  0.40
H (-0.726, -0.673, 7.390)  0.40
H (-0.122, 0.036, 5.089)  0.52
F (5.258, 2.520, -6.008)  -0.32
C (4.467, 2.677, -4.931)  0.32
C (4.670, 3.762, -4.098)  -0.47
C (3.845, 3.921, -2.991)  -0.72
C (2.845, 2.994, -2.730)  -0.32
C (2.663, 1.914, -3.578)  -0.43
C (3.468, 1.755, -4.692)  -0.47
H (5.463, 4.465, -4.317)  0.43
H (3.990, 4.765, -2.330)  0.40
H (2.196, 3.069, -1.870)  0.67
H (1.884, 1.190, -3.372)  0.46
H (3.335, 0.918, -5.367)  0.49
F (-0.481, -0.733, -3.142)  -0.14
C (0.058, -1.375, -4.214)  0.57
C (0.355, -2.716, -4.109)  -0.77
C (0.900, -3.352, -5.215)  -0.14
C (1.145, -2.646, -6.387)  -0.79
C (0.841, -1.293, -6.462)  -0.47
C (0.288, -0.651, -5.364)  -0.50
H (0.161, -3.242, -3.186)  0.73
H (1.133, -4.406, -5.162)  0.30
H (1.574, -3.152, -7.242)  0.40
H (1.037, -0.738, -7.369)  0.42
H (0.035, 0.402, -5.392)  0.46
F (4.885, 1.126, 4.406)  -0.34
C (4.466, 0.998, 3.133)  0.38
C (3.647, 1.973, 2.598)  -0.74
C (3.218, 1.839, 1.285)  -0.01
C (3.607, 0.738, 0.532)  -0.76
C (4.429, -0.230, 1.093)  -0.44
C (4.867, -0.103, 2.403)  -0.57
H (3.354, 2.819, 3.206)  0.49
H (2.582, 2.593, 0.848)  0.40
H (3.271, 0.639, -0.492)  0.64
H (4.732, -1.089, 0.509)  0.49
H (5.513, -0.842, 2.858)  0.47
F (0.409, -4.951, -2.107)  -0.25
C (1.203, -6.017, -1.832)  0.45
C (1.918, -6.612, -2.850)  -0.23
C (2.728, -7.697, -2.548)  -0.45
C (2.805, -8.172, -1.246)  -0.57
C (2.072, -7.558, -0.240)  -0.47
C (1.265, -6.468, -0.530)  -0.47
H (1.842, -6.233, -3.860)  0.28
H (3.300, -8.172, -3.333)  0.38
H (3.435, -9.021, -1.017)  0.39
H (2.126, -7.930, 0.774)  0.40
H (0.688, -5.971, 0.240)  0.49
F (0.909, -2.827, 5.137)  -0.29
C (1.497, -2.988, 3.931)  0.49
C (2.185, -4.157, 3.678)  -0.66
C (2.794, -4.318, 2.442)  -0.58
C (2.715, -3.314, 1.485)  -0.90
C (2.019, -2.146, 1.764)  -0.28
C (1.399, -1.978, 2.994)  -0.20
H (2.243, -4.922, 4.440)  0.46
H (3.335, -5.229, 2.227)  0.47
H (3.199, -3.441, 0.525)  0.57
H (1.963, -1.358, 1.024)  0.55
H (0.849, -1.077, 3.228)  0.34

[2]
The following is a quantum chemistry calculation of a molecular structure, C46H51N4Pd in a non-equilibrium geometry, from the OMol25 dataset.

Values from the calculation:
HOMO level (spin up / spin down) ... -9.5853 / -9.5858 eV
Kohn-Sham gap (spin up / spin down) ... 4.836 / 4.834 eV
Net charge ... +1

Last column: Mulliken charge in e.
Element x y z (Å)
Pd (-0.221, 0.274, -0.052)  0.49
C (-1.460, -1.824, 5.732)  -1.11
C (-0.081, -1.369, 5.247)  -1.22
C (-0.200, -0.417, 4.105)  1.05
C (-0.231, 0.978, 4.117)  1.34
C (-0.225, 2.005, 5.200)  -0.47
C (-0.164, 1.551, 6.649)  -1.72
C (-0.293, 1.385, 2.741)  -1.33
N (-0.318, 0.283, 1.927)  0.01
C (-0.319, -0.810, 2.745)  -0.71
C (-0.543, -2.158, 2.333)  -0.38
C (-0.819, -2.581, 1.063)  -0.26
C (-0.997, -3.964, 0.639)  1.08
C (-1.075, -5.127, 1.564)  -1.31
C (0.322, -5.622, 1.956)  -0.97
C (-0.998, -3.959, -0.724)  1.02
C (-0.831, -2.576, -1.136)  0.12
C (-0.617, -2.144, -2.438)  -0.58
C (-0.400, -0.823, -2.844)  -0.83
N (-0.354, 0.288, -2.030)  0.00
C (-0.321, 1.376, -2.847)  -0.46
C (-0.368, 2.744, -2.445)  -0.30
C (-0.441, 3.197, -1.162)  -0.49
N (-0.341, 2.388, -0.057)  0.18
C (-0.452, 3.179, 1.028)  -0.38
C (-0.370, 2.723, 2.335)  -0.67
C (-0.657, 4.564, 0.625)  0.80
C (-0.643, 4.577, -0.736)  0.71
C (-0.820, 5.717, -1.676)  -1.26
C (-2.215, 5.762, -2.308)  -0.99
C (-0.841, 5.691, 1.582)  -1.07
C (-2.222, 5.710, 2.245)  -1.13
C (-0.296, 0.973, -4.206)  0.67
C (-0.309, -0.420, -4.209)  1.04
C (-0.245, -1.311, -5.396)  -1.31
C (-1.643, -1.702, -5.888)  -1.01
C (-0.354, 1.897, -5.370)  -1.18
C (-1.782, 2.424, -5.546)  -0.88
N (-0.799, -1.769, -0.049)  -0.23
C (-1.066, -5.116, -1.661)  -1.29
C (0.331, -5.545, -2.122)  -0.92
H (-1.356, -2.472, 6.599)  0.35
H (-1.985, -2.363, 4.946)  0.34
H (-2.064, -0.961, 6.006)  0.31
H (0.502, -2.238, 4.937)  0.46
H (0.456, -0.897, 6.067)  0.38
H (-1.125, 2.621, 5.072)  0.42
H (0.631, 2.663, 5.014)  0.43
H (-0.957, 0.850, 6.882)  0.28
H (-0.288, 2.419, 7.290)  0.46
H (0.796, 1.101, 6.879)  0.37
H (-0.528, -2.901, 3.112)  0.49
H (-1.622, -5.941, 1.084)  0.46
H (-1.624, -4.848, 2.465)  0.42
H (0.849, -5.986, 1.077)  0.15
H (0.234, -6.438, 2.671)  0.44
H (0.909, -4.817, 2.397)  0.28
H (-0.629, -2.891, -3.215)  0.53
H (-0.390, 3.469, -3.242)  0.64
H (-0.396, 3.465, 3.116)  0.55
H (-0.079, 5.653, -2.477)  0.40
H (-0.659, 6.651, -1.136)  0.35
H (-2.440, 4.856, -2.867)  0.17
H (-2.270, 6.605, -2.991)  0.39
H (-2.982, 5.888, -1.548)  0.30
H (-0.704, 6.631, 1.048)  0.35
H (-0.080, 5.630, 2.364)  0.41
H (-3.010, 5.818, 1.504)  0.30
H (-2.278, 6.556, 2.925)  0.41
H (-2.415, 4.804, 2.813)  0.29
H (0.323, -2.211, -5.157)  0.44
H (0.282, -0.793, -6.200)  0.43
H (-2.189, -2.233, -5.111)  0.28
H (-1.561, -2.342, -6.763)  0.39
H (-2.207, -0.812, -6.157)  0.24
H (-0.052, 1.369, -6.273)  0.31
H (0.338, 2.731, -5.228)  0.43
H (-2.461, 1.599, -5.740)  0.26
H (-1.831, 3.119, -6.379)  0.40
H (-2.127, 2.926, -4.645)  0.14
H (-1.667, -4.853, -2.533)  0.44
H (-1.554, -5.958, -1.166)  0.41
H (0.856, -4.721, -2.604)  0.26
H (0.249, -6.375, -2.820)  0.42
H (0.926, -5.866, -1.270)  0.16
C (4.406, -3.441, 0.190)  -1.04
C (3.009, -3.492, 0.171)  -0.51
C (2.281, -2.335, 0.085)  0.84
C (2.879, -1.064, 0.011)  0.41
C (2.140, 0.143, -0.075)  1.30
C (2.812, 1.341, -0.156)  -0.23
C (4.218, 1.384, -0.154)  -1.11
C (4.950, 0.230, -0.063)  -0.87
C (4.305, -1.018, 0.022)  0.40
C (5.034, -2.224, 0.116)  -0.62
H (4.969, -4.359, 0.262)  0.43
H (2.493, -4.439, 0.224)  0.45
H (1.214, -2.383, 0.071)  -0.41
H (2.289, 2.288, -0.223)  0.42
H (4.719, 2.339, -0.225)  0.45
H (6.030, 0.248, -0.054)  0.43
H (6.113, -2.172, 0.126)  0.42